DFT (ωB97M-V/def2-TZVPD) results for 2 unconnected molecules or ions with the total composition CH4FNO in a non-equilibrium geometry.

Output
HOMO (alpha / beta)   -6.93 / -9.41 eV
2S+1   3
Molar mass   65.05 g/mol
Lowest unoccupied orbital energy (alpha / beta)   1.10 / -2.65 eV
ΔE to the lowest compared entry with this formula, charge and spin   25.36 kJ/mol
DFT total energy   -270.1073 hartree

Last column: Mulliken charge in e.
Element x y z (Å)
F1 0.22985 -0.77665 -1.57278  -0.2031
O1 0.25822 0.08175 0.82745  -0.2552
N1 0.21733 0.58771 -1.81370  -0.2907
C1 -0.40589 -0.38958 1.71753  -0.3855
H1 -0.98729 0.29396 2.41507  0.2816
H2 0.33320 0.99354 -0.89441  0.3108
H3 -0.41860 -1.47360 1.99653  0.2995
H4 0.77318 0.68286 -2.67570  0.2426

***

DFT (ωB97M-V/def2-TZVPD) results for 2 unconnected molecules or ions with the total composition CH4FNO2 in a non-equilibrium geometry.

Output
HOMO   -10.68 eV
Molar mass   81.05 g/mol
Lowest unoccupied orbital energy   0.32 eV
SMILES   NC(=O)O.F
ΔE to the lowest compared entry with this formula, charge and spin   24.52 kJ/mol
DFT total energy   -345.6310 hartree

Last column: Mulliken charge in e.
Element x y z (Å)
F1 2.39130 -0.72838 -1.34363  -0.4660
O1 -1.84388 0.01826 0.03460  -0.4907
O2 0.13234 -0.11087 -0.93249  -0.6132
N1 0.03768 0.49377 1.21167  -0.3892
C1 -0.56624 0.12314 -0.00182  0.6283
H1 1.49284 -0.58536 -1.49893  0.4870
H2 1.06059 0.72002 1.17530  0.2424
H3 -0.34226 0.34789 2.14052  0.2153
H4 -2.36237 -0.27845 -0.78520  0.3861

***

DFT (ωB97M-V/def2-TZVPD) results for a molecular structure, CH4FOP in a non-equilibrium geometry.

Output
HOMO   -10.48 eV
Molar mass   82.01 g/mol
Lowest unoccupied orbital energy   -0.80 eV
ΔE to the lowest compared entry with this formula, charge and spin   280.42 kJ/mol
DFT total energy   -556.8887 hartree

Last column: Mulliken charge in e.
Element x y z (Å)
P1 1.28694 0.93079 -0.43009  0.2877
F1 2.33893 -0.86496 -0.24311  -0.5228
O1 -0.96391 -0.49327 -1.24837  -0.4940
C1 -0.19929 0.00161 -0.20122  -0.3346
H1 -0.89717 0.67654 0.34904  0.3337
H2 0.17285 -0.71929 0.46757  0.3309
H3 1.20409 1.33959 0.90736  0.0607
H4 -0.31830 -0.99420 -1.75766  0.3383

***

DFT (ωB97M-V/def2-TZVPD) results for 2 unconnected molecules or ions with the total composition CH4FOP in a non-equilibrium geometry.

Output
HOMO   -10.08 eV
Molar mass   82.01 g/mol
Lowest unoccupied orbital energy   0.81 eV
SMILES   C=O.FP
ΔE to the lowest compared entry with this formula, charge and spin   202.33 kJ/mol
DFT total energy   -556.9185 hartree

Last column: Mulliken charge in e.
Element x y z (Å)
P1 -0.50929 -0.09688 2.54421  0.2393
F1 0.76973 -1.11852 2.54872  -0.2812
O1 0.58438 0.68253 -1.50874  -0.3725
C1 -0.02943 0.00729 -2.27678  -0.0881
H1 -0.40528 0.15510 1.16905  0.0209
H2 -0.73553 -0.77421 -1.94348  0.1972
H3 0.29132 1.02471 2.83858  0.0315
H4 0.03410 0.11998 -3.37156  0.2530

***

DFT (ωB97M-V/def2-TZVPD) results for a molecular structure, CH4FPS2 in a non-equilibrium geometry.

Output
HOMO   -9.45 eV
Molar mass   130.15 g/mol
Lowest unoccupied orbital energy   -1.78 eV
ΔE to the lowest compared entry with this formula, charge and spin   174.41 kJ/mol
DFT total energy   -1278.0907 hartree

Last column: Mulliken charge in e.
Element x y z (Å)
S1 -0.65269 2.44657 0.00850  -0.3506
S2 -2.03808 -1.54160 0.03800  -0.2646
P1 -0.60721 -0.33529 -0.39079  0.5847
F1 -0.25854 -0.30631 -1.95816  -0.2226
C1 1.13884 -0.50473 0.23265  -0.8770
H1 -1.84467 2.10345 0.62519  0.1554
H2 1.56006 -1.48250 -0.14628  0.3196
H3 1.64554 0.46449 0.30749  0.3333
H4 1.05675 -0.84409 1.28339  0.3218

***

DFT (ωB97M-V/def2-TZVPD) results for CH4IN3 in the gas phase in a non-equilibrium geometry.

Output
HOMO   -7.69 eV
Molar mass   184.97 g/mol
Lowest unoccupied orbital energy   0.14 eV
SMILES   CN/N=N/I
ΔE to the lowest compared entry with this formula, charge and spin   200.04 kJ/mol
DFT total energy   -502.2920 hartree

Last column: Mulliken charge in e.
Element x y z (Å)
I1 -3.27526 0.87858 3.77543  0.0747
N1 -2.79564 0.84353 1.89633  -0.4582
N2 -0.93477 0.38294 0.49644  0.0627
N3 -1.41713 0.10960 1.61027  -0.1859
C1 0.34784 -0.18976 0.00648  -0.6135
H1 1.10732 -0.35401 0.83580  0.2673
H2 -1.27915 1.17663 0.03799  0.3140
H3 0.58570 0.68635 -0.69737  0.2725
H4 -0.00280 -1.02995 -0.53932  0.2665

***

DFT (ωB97M-V/def2-TZVPD) results for CH4IN3 in the gas phase in a non-equilibrium geometry.

Output
HOMO   -8.74 eV
Molar mass   184.97 g/mol
Lowest unoccupied orbital energy   0.06 eV
SMILES   C/N=N/NI
ΔE to the lowest compared entry with this formula, charge and spin   68.42 kJ/mol
DFT total energy   -502.3421 hartree

Last column: Mulliken charge in e.
Element x y z (Å)
I1 -1.16111 -3.39957 0.78917  0.1342
N1 0.46722 -0.79057 0.24272  -0.1089
N2 -0.10691 0.25943 -0.08696  -0.1158
N3 -0.46386 -1.93048 -0.39066  -0.4608
C1 0.53760 1.58974 0.09083  -0.5903
H1 -1.27025 -1.35850 -0.85896  0.3432
H2 1.20689 1.45866 0.90899  0.3000
H3 -0.27175 2.36822 0.11919  0.2345
H4 1.06216 1.80307 -0.81434  0.2639

***

DFT (ωB97M-V/def2-TZVPD) results for CH4INO in the gas phase in a non-equilibrium geometry.

Output
HOMO   -9.21 eV
Molar mass   172.95 g/mol
Lowest unoccupied orbital energy   -0.32 eV
SMILES   CONI
ΔE to the lowest compared entry with this formula, charge and spin   109.43 kJ/mol
DFT total energy   -468.0749 hartree

Last column: Mulliken charge in e.
Element x y z (Å)
I1 2.85819 0.04386 -0.66363  0.1309
O1 -0.00828 0.54657 0.00250  -0.1697
N1 1.19026 -0.01058 0.59598  -0.5440
C1 -1.16577 -0.17034 -0.24682  -0.5070
H1 -1.79451 0.35319 -0.90333  0.2623
H2 1.49869 0.75820 1.25958  0.3419
H3 -1.68984 -0.41803 0.67270  0.2447
H4 -0.88874 -1.10286 -0.71698  0.2409

***

DFT (ωB97M-V/def2-TZVPD) results for 2 unconnected molecules or ions with the total composition CH4INO2S in a non-equilibrium geometry.

Output
HOMO (alpha / beta)   -9.51 / -9.51 eV
Molar mass   221.02 g/mol
Lowest unoccupied orbital energy (alpha / beta)   -3.31 / -3.31 eV
ΔE to the lowest compared entry with this formula, charge and spin   159.58 kJ/mol
DFT total energy   -941.5241 hartree

Last column: Mulliken charge in e.
Element x y z (Å)
I1 -2.97972 1.11623 0.08332  -0.1699
S1 -0.72362 -1.31099 0.06618  0.8890
O1 -0.57560 -1.59765 1.45559  -0.4359
O2 -0.82117 -2.30019 -0.91247  -0.4944
N1 0.63308 -0.30240 -0.39786  -0.2572
C1 0.88563 0.96572 0.22969  -0.6691
H1 0.63898 0.94990 1.25032  0.2992
H2 0.28093 1.71861 -0.41441  0.2935
H3 0.70491 -0.44930 -1.36429  0.2866
H4 1.95658 1.21006 0.00392  0.2582

***

DFT (ωB97M-V/def2-TZVPD) results for 2 unconnected molecules or ions with the total composition CH4IO in a non-equilibrium geometry.

Output
HOMO (alpha / beta)   -10.15 / -10.12 eV
2S+1   2
Molar mass   158.95 g/mol
Lowest unoccupied orbital energy (alpha / beta)   0.84 / -3.65 eV
ΔE to the lowest compared entry with this formula, charge and spin   2.02 kJ/mol
DFT total energy   -413.3794 hartree

Last column: Mulliken charge in e.
Element x y z (Å)
I1 3.32067 0.66970 0.14274  0.0259
O1 -0.04719 -0.88362 0.57562  -0.4567
C1 -0.83866 -0.00283 -0.18366  -0.5374
H1 -0.65040 1.04273 0.06020  0.2627
H2 0.72905 -0.36944 0.80943  0.2185
H3 -0.61306 -0.20730 -1.23027  0.2443
H4 -1.90040 -0.24924 -0.17406  0.2427

***

DFT (ωB97M-V/def2-TZVPD) results for 2 unconnected molecules or ions with the total composition CH4IOP in a non-equilibrium geometry.

Output
HOMO   -8.13 eV
Molar mass   189.92 g/mol
Lowest unoccupied orbital energy   0.18 eV
ΔE to the lowest compared entry with this formula, charge and spin   166.24 kJ/mol
DFT total energy   -754.7191 hartree

Last column: Mulliken charge in e.
Element x y z (Å)
I1 -0.86161 -2.37715 0.83909  -0.1038
P1 -1.77041 -0.12123 0.54418  -0.0747
O1 1.05327 0.29391 -0.97584  -0.4102
C1 0.53063 0.74389 0.14576  -0.5176
H1 0.94783 0.34009 1.09273  0.3656
H2 -1.69027 -0.28837 -0.81914  0.0870
H3 0.20528 1.89025 0.06993  0.2976
H4 1.58528 -0.48140 -0.89671  0.3560

***

DFT (ωB97M-V/def2-TZVPD) results for 2 unconnected molecules or ions with the total composition CH4IOPS in a non-equilibrium geometry.

Output
HOMO (alpha / beta)   -9.17 / -8.00 eV
Molar mass   221.99 g/mol
Lowest unoccupied orbital energy (alpha / beta)   -1.08 / -1.69 eV
ΔE to the lowest compared entry with this formula, charge and spin   410.17 kJ/mol
DFT total energy   -1152.8813 hartree

Last column: Mulliken charge in e.
Element x y z (Å)
I1 0.91168 1.25509 -3.11075  -0.0968
S1 -1.21206 -2.50197 -1.58959  0.0261
P1 1.68165 -0.33300 -1.33527  0.0575
O1 -1.59925 -1.29256 -0.53720  -0.3786
C1 1.32401 0.36851 0.34709  -0.8483
H1 -2.46907 -0.95385 -0.71280  0.3471
H2 1.72406 1.32236 0.66175  0.3465
H3 1.70577 -0.32498 1.01202  0.3420
H4 0.19990 0.23912 0.53785  0.2046

***

DFT (ωB97M-V/def2-TZVPD) results for a molecular structure, CH4LaO in a non-equilibrium geometry.

Output
Charge   +1
HOMO   -12.99 eV
Molar mass   170.95 g/mol
Lowest unoccupied orbital energy   -5.67 eV
DFT total energy   -147.0240 hartree

Last column: Mulliken charge in e.
Element x y z (Å)
La1 0.73954 1.55065 -0.24266  1.7491
O1 2.46475 0.15492 0.20701  -0.7587
C1 -0.99850 -0.40555 -0.09650  -1.4036
H1 -1.14659 -0.74798 0.94218  0.3381
H2 -0.76333 -1.25025 -0.76794  0.3211
H3 2.29373 -0.83876 0.32529  0.3432
H4 -1.98677 -0.04013 -0.42543  0.4108

***

DFT (ωB97M-V/def2-TZVPD) results for a molecular structure, CH4MnO2 in a non-equilibrium geometry.

Output
Charge   +1
HOMO (alpha / beta)   -13.49 / -13.85 eV
2S+1   7
Molar mass   102.98 g/mol
Lowest unoccupied orbital energy (alpha / beta)   -6.27 / -7.47 eV
DFT total energy   -1341.4130 hartree

Last column: Mulliken charge in e.
Element x y z (Å)
Mn1 -0.06190 -2.41550 -0.08852  0.7885
O1 0.72567 0.50022 -0.27014  0.0248
O2 0.43908 -0.63585 -0.86229  -0.3153
C1 -0.30847 1.03415 0.56517  -0.5399
H1 0.81395 -1.99285 -1.69307  0.1568
H2 -0.13968 2.11397 0.61496  0.2486
H3 -1.30383 0.79347 0.17062  0.3239
H4 -0.16482 0.60240 1.56327  0.3126

***

DFT (ωB97M-V/def2-TZVPD) results for CH4N2 in the gas phase.

Output
HOMO   -9.98 eV
Molar mass   44.06 g/mol
Lowest unoccupied orbital energy   1.06 eV
SMILES   [H]/N=C\N
ΔE to the lowest compared entry with this formula, charge and spin   132.77 kJ/mol
DFT total energy   -149.9926 hartree

Last column: Mulliken charge in e.
Element x y z (Å)
N1 0.46924 0.89775 0.52274  -0.5849
N2 -0.20144 -1.17202 -0.41550  -0.5377
C1 -0.31714 0.07822 -0.33187  0.0766
H1 -0.97256 0.61711 -1.01794  0.3062
H2 0.60599 -1.46090 0.14206  0.2821
H3 0.58719 1.84547 0.19424  0.2354
H4 0.09423 0.87848 1.46162  0.2224

***

DFT (ωB97M-V/def2-TZVPD) results for 2 unconnected molecules or ions with the total composition CH4N2 in a non-equilibrium geometry.

Output
HOMO   -9.33 eV
Molar mass   44.06 g/mol
Lowest unoccupied orbital energy   0.98 eV
ΔE to the lowest compared entry with this formula, charge and spin   496.86 kJ/mol
DFT total energy   -149.8539 hartree

Last column: Mulliken charge in e.
Element x y z (Å)
N1 -0.86278 0.02017 -0.46331  -0.3855
N2 0.36392 0.69379 -0.46199  -0.4152
C1 0.21913 -0.41011 0.40908  -0.0729
H1 -0.96123 -0.65562 -1.36875  0.2574
H2 0.37042 -0.16645 1.46561  0.2128
H3 0.83950 -1.38653 0.28223  0.1590
H4 0.03104 1.90476 0.13714  0.2445

***

DFT (ωB97M-V/def2-TZVPD) results for CH4N2 in the gas phase in a non-equilibrium geometry.

Output
HOMO   -9.23 eV
Molar mass   44.06 g/mol
Lowest unoccupied orbital energy   1.38 eV
SMILES   C1NN1
ΔE to the lowest compared entry with this formula, charge and spin   354.08 kJ/mol
DFT total energy   -149.9083 hartree

Last column: Mulliken charge in e.
Element x y z (Å)
N1 0.77795 -0.33581 0.60593  -0.4130
N2 -0.34530 -0.98618 -0.05157  -0.4334
C1 -0.13065 0.41689 -0.18460  -0.0617
H1 -0.59878 1.11380 0.42024  0.2347
H2 1.60692 -0.65308 0.30173  0.1913
H3 -0.02921 0.70863 -1.17221  0.2500
H4 -1.15375 -1.33427 0.63718  0.2321

***

DFT (ωB97M-V/def2-TZVPD) results for 2 unconnected molecules or ions with the total composition CH4N2O in a non-equilibrium geometry.

Output
HOMO (alpha / beta)   -9.50 / -9.57 eV
Molar mass   60.06 g/mol
Lowest unoccupied orbital energy (alpha / beta)   -0.07 / -0.14 eV
ΔE to the lowest compared entry with this formula, charge and spin   600.72 kJ/mol
DFT total energy   -225.0632 hartree

Last column: Mulliken charge in e.
Element x y z (Å)
O1 -0.19851 1.87952 -0.95833  -0.4985
N1 0.34705 -0.32467 -0.29028  -0.4505
N2 -0.19403 -2.52008 0.60368  -0.2516
C1 -0.37786 0.50363 -0.88881  0.2380
H1 -1.19327 -2.68285 0.34619  0.1819
H2 0.31703 2.30498 -0.28706  0.3178
H3 1.08076 -0.01574 0.33734  0.2094
H4 -1.22715 0.16895 -1.63948  0.2536

***

DFT (ωB97M-V/def2-TZVPD) results for a molecular structure, CH4N2O in a non-equilibrium geometry.

Output
HOMO   -10.06 eV
Molar mass   60.06 g/mol
Lowest unoccupied orbital energy   0.59 eV
ΔE to the lowest compared entry with this formula, charge and spin   400.54 kJ/mol
DFT total energy   -225.1394 hartree

Last column: Mulliken charge in e.
Element x y z (Å)
O1 -0.75386 0.70955 1.33268  -0.5500
N1 0.26102 0.55219 -1.18245  -0.5009
N2 0.50701 -0.37602 -0.14522  -0.2825
C1 -0.27223 -0.35120 0.95824  0.0910
H1 -0.74601 1.11152 -0.81906  0.3053
H2 0.10828 -1.54936 -0.64737  0.2912
H3 1.22131 1.17745 -0.99728  0.2958
H4 -0.32552 -1.27413 1.50046  0.3502

***

DFT (ωB97M-V/def2-TZVPD) results for 2 unconnected molecules or ions with the total composition CH4N2O in a non-equilibrium geometry.

Output
HOMO (alpha / beta)   -10.22 / -7.72 eV
Molar mass   60.06 g/mol
Lowest unoccupied orbital energy (alpha / beta)   0.17 / 0.14 eV
ΔE to the lowest compared entry with this formula, charge and spin   920.49 kJ/mol
DFT total energy   -224.9414 hartree

Last column: Mulliken charge in e.
Element x y z (Å)
O1 0.01494 -0.93113 0.03705  -0.2482
N1 1.44939 -0.72860 -0.22517  -0.4587
N2 -2.58444 -0.50918 -0.32950  -0.3715
C1 -0.66835 0.12404 0.42273  -0.0757
H1 -2.18134 -1.43730 -0.12710  0.2316
H2 -0.50877 1.18625 0.50222  0.3986
H3 1.52328 -1.03354 -1.16005  0.2648
H4 1.84168 -1.34789 0.42103  0.2590